Record 1
{
  "formula": "C6H9NO",
  "method": "the ωB97M-V functional and the def2-TZVPD basis",
  "total_energy_ev": -9896.347,
  "charge": 0,
  "spin_multiplicity": 1,
  "smiles": "C1O[C@@H]2CN[C@H]3[C@@H]1[C@H]32",
  "elements": ["H", "H", "H", "N", "C", "H", "H", "C", "C", "H", "C", "H", "C", "H", "C", "O", "H"],
  "xyz": [[-0.249, -2.178, -1.560], [-1.795, -0.319, -1.949], [-1.562, -0.892, 1.032], [0.312, 1.850, 0.692], [0.619, 0.680, 1.472], [-0.246, 0.572, 2.364], [-1.959, 1.626, 0.061], [-0.916, 1.147, -0.163], [-0.866, -0.099, -1.316], [1.051, -1.124, -2.342], [0.386, -1.372, -1.459], [1.559, 1.057, 1.744], [-0.834, -0.252, 0.220], [1.150, 0.256, -0.336], [0.547, -0.362, 0.420], [0.834, -1.585, -0.034], [-0.418, 2.284, 1.367]]
}

Record 2
{
  "formula": "C6H9NO",
  "method": "the ωB97M-V functional and the def2-TZVPD basis",
  "total_energy_ev": -9900.046,
  "charge": 0,
  "spin_multiplicity": 1,
  "smiles": "NCC1=C[C@H](O)C=C1",
  "elements": ["N", "C", "O", "H", "H", "C", "C", "C", "H", "H", "H", "C", "H", "H", "H", "C", "H"],
  "xyz": [[-2.430, -0.838, -0.139], [0.293, -1.014, -0.243], [2.739, -0.947, 0.569], [-1.751, 0.620, 1.358], [1.970, -0.658, 1.433], [1.746, -0.624, -0.546], [-0.290, 0.192, -0.013], [-1.700, 0.337, 0.363], [2.186, -1.007, -1.454], [-2.602, -0.718, -1.226], [-3.227, -0.859, 0.689], [1.717, 0.960, -0.325], [-0.060, -2.069, 0.043], [-1.832, 1.115, -0.372], [0.130, 2.318, 0.148], [0.484, 1.341, 0.034], [2.627, 1.848, -0.320]]
}

Record 3
{
  "formula": "C6H9NO",
  "method": "the ωB97M-V functional and the def2-TZVPD basis",
  "total_energy_ev": -9899.463,
  "charge": 0,
  "spin_multiplicity": 1,
  "elements": ["H", "C", "C", "H", "O", "N", "H", "C", "H", "H", "C", "H", "H", "C", "H", "H", "C"],
  "xyz": [[0.376, -0.374, -1.847], [-0.470, 0.862, 0.505], [-0.016, -1.125, -1.081], [0.985, -1.380, -0.698], [-1.666, 0.565, -0.135], [0.138, 2.125, 2.637], [1.873, 2.236, -0.290], [-0.159, 1.552, 1.690], [0.975, 2.220, -1.905], [-0.529, -2.394, 1.125], [1.783, 1.768, -1.282], [-2.114, -1.790, 0.964], [2.209, 0.748, -1.384], [-1.107, -1.525, 1.217], [-0.994, -1.085, 2.096], [-0.548, -1.854, -1.718], [-0.738, -0.549, 0.107]]
}

Record 4
{
  "formula": "C6H9NO",
  "method": "the ωB97M-V functional and the def2-TZVPD basis",
  "total_energy_ev": -9897.899,
  "charge": 0,
  "spin_multiplicity": 1,
  "elements": ["N", "H", "H", "O", "H", "C", "C", "C", "H", "C", "H", "H", "H", "H", "C", "C", "H"],
  "xyz": [[0.748, 1.292, -2.089], [0.485, 0.409, -3.926], [1.155, 0.776, 2.088], [0.036, -0.868, 1.592], [-0.995, -0.124, 3.160], [-0.930, -1.069, 2.694], [-0.054, 1.032, -3.251], [-1.460, -1.203, 1.303], [-0.854, -1.863, 3.450], [0.537, 0.390, 1.157], [-0.496, 1.991, -3.560], [-0.924, 0.319, -3.203], [2.361, -0.613, -0.058], [-0.455, 0.987, 0.933], [1.462, 0.114, -0.025], [1.022, 0.586, -1.147], [-1.639, -2.158, 0.880]]
}

Record 5
{
  "formula": "C6H9NO",
  "method": "the ωB97M-V functional and the def2-TZVPD basis",
  "total_energy_ev": -9900.653,
  "charge": 0,
  "spin_multiplicity": 1,
  "smiles": "C=C(C)/C(N)=C\\C=O",
  "elements": ["C", "H", "C", "C", "H", "H", "H", "O", "H", "H", "C", "C", "H", "C", "N", "H", "H"],
  "xyz": [[1.247, 0.942, 1.168], [-1.760, 0.233, -2.060], [-0.738, 0.418, -1.478], [0.450, 2.030, 1.444], [-1.315, -2.207, -0.711], [-2.350, -0.916, -0.996], [1.032, -1.857, -0.834], [0.803, 2.539, 2.563], [2.220, 0.996, 1.462], [2.452, -1.109, 0.200], [-1.476, -1.225, -0.267], [-0.445, -0.304, -0.505], [-0.531, 2.114, 0.787], [0.726, -0.113, 0.286], [1.432, -1.251, 0.107], [-1.816, -1.276, 0.835], [0.068, 0.985, -2.001]]
}

Record 6
{
  "formula": "C6H9NO",
  "method": "the ωB97M-V functional and the def2-TZVPD basis",
  "total_energy_ev": -9897.985,
  "charge": 0,
  "spin_multiplicity": 1,
  "smiles": "O[C@]12C[C@H]3CN3[C@@H]1C2",
  "elements": ["H", "O", "N", "H", "H", "C", "H", "H", "C", "C", "C", "H", "H", "C", "H", "C", "H"],
  "xyz": [[-1.481, 0.416, 1.386], [1.172, -0.309, -1.605], [-0.765, 1.217, -0.374], [-2.766, 1.226, 0.271], [2.265, 0.298, 1.551], [0.475, 0.901, 0.438], [-0.236, -2.021, -0.752], [2.411, 1.393, -0.160], [-1.770, 0.739, 0.414], [-0.426, -1.263, -0.064], [-1.247, -0.136, -0.620], [0.231, 0.520, 1.470], [1.834, -1.166, -1.722], [0.995, -0.423, -0.139], [-1.844, -0.310, -1.584], [1.871, 0.562, 0.582], [-0.721, -1.646, 0.909]]
}

Record 7
{
  "formula": "C6H9NO2",
  "method": "the ωB97M-V functional and the def2-TZVPD basis",
  "total_energy_ev": -11950.890,
  "charge": 0,
  "spin_multiplicity": 1,
  "smiles": "C=C(N)CC(=O)/C=C/O",
  "elements": ["H", "H", "H", "O", "H", "C", "H", "H", "O", "C", "H", "H", "H", "C", "C", "C", "C", "N"],
  "xyz": [[0.951, -1.517, 1.810], [-0.904, 2.085, -1.503], [-0.058, -1.974, -2.341], [0.203, -0.781, 3.760], [-0.120, 1.107, 2.557], [-0.589, -1.093, -2.444], [-1.355, -0.933, -3.100], [-1.865, 1.101, -2.439], [0.307, 2.190, 0.374], [0.493, 0.993, 0.476], [0.112, -1.564, 4.255], [1.027, -0.948, -0.285], [1.725, 0.488, -1.186], [0.464, -0.734, 2.416], [0.853, 0.022, -0.654], [0.208, 0.433, 1.826], [-0.344, -0.005, -1.697], [-1.109, 1.132, -1.825]]
}

Record 8
{
  "formula": "C6H9NO3",
  "method": "the ωB97M-V functional and the def2-TZVPD basis",
  "total_energy_ev": -13994.824,
  "charge": 0,
  "spin_multiplicity": 1,
  "elements": ["C", "H", "C", "H", "H", "O", "O", "C", "H", "H", "C", "H", "C", "H", "H", "N", "C", "H", "O"],
  "xyz": [[0.577, -1.016, 0.108], [1.591, -1.288, -0.187], [0.375, 1.253, 0.631], [-1.481, -1.659, -0.085], [0.669, 1.775, 2.554], [-1.925, 0.989, -0.126], [-1.480, 1.082, 2.058], [-1.097, 1.094, 0.912], [-0.337, -2.971, 0.177], [-0.006, -0.583, -3.229], [0.521, 0.382, -1.331], [-1.441, 0.841, -0.966], [-0.474, -2.010, -0.327], [-0.435, -2.183, -1.404], [0.580, -0.938, 1.198], [1.100, 1.706, 1.642], [0.291, 0.192, -2.553], [2.093, 1.833, 1.532], [0.880, 1.500, -0.605]]
}

Which formula does entry 8 have?
C6H9NO3